1.
Molecular formula: C11H19ClCuNO8
Method: DFT, the ωB97M-V functional and the def2-TZVPD basis

Cartesian coordinates (Å):
Cu: -1.312 -28.038 8.837
Cl: 0.449 -27.328 6.784
O: -0.912 -31.980 12.520
C: -1.855 -30.921 12.603
C: -1.648 -29.570 11.714
O: -0.945 -29.665 10.459
H: -2.070 -30.545 13.603
H: -2.835 -31.346 12.389
H: -0.991 -28.843 12.193
H: -2.585 -29.040 11.545
C: -1.425 -30.899 6.024
N: -2.450 -29.771 6.108
O: -2.982 -29.467 5.055
O: -2.651 -29.277 7.227
H: -0.742 -30.601 6.820
H: -0.992 -30.938 5.024
H: -1.960 -31.825 6.234
O: -1.083 -26.191 10.563
C: 0.078 -25.803 10.752
O: 0.281 -24.518 11.133
C: 1.586 -24.121 11.247
C: 2.352 -25.211 10.511
C: 1.414 -26.464 10.542
H: 1.957 -24.002 12.265
H: 1.717 -23.118 10.841
H: 3.309 -25.455 10.971
H: 2.406 -24.910 9.465
H: 1.822 -27.179 11.255
H: 1.405 -26.951 9.567
O: -3.700 -26.697 7.882
C: -4.236 -26.783 8.998
O: -3.689 -26.260 10.047
C: -4.471 -26.581 11.252
C: -5.621 -27.382 10.849
C: -5.428 -27.626 9.342
H: -4.875 -25.746 11.824
H: -3.883 -27.095 12.012
H: -6.600 -26.961 11.076
H: -5.564 -28.329 11.386
H: -6.362 -27.229 8.945
H: -5.283 -28.605 8.884

Properties
⟨S²⟩: 0.75
2S+1: 2
Orbital gap (spin up / spin down): 1.43 / 2.88 eV
Net charge: -3
DFT total energy: -86735.456 eV

***

2.
Molecular formula: C11H19MnNOSi
Method: DFT, the ωB97M-V functional and the def2-TZVPD basis

Cartesian coordinates (Å):
C: 1.686 -1.144 -2.368
C: 0.304 -1.262 -2.773
C: -0.349 -2.153 -1.857
C: 0.609 -2.587 -0.888
C: 1.873 -1.962 -1.189
Mn: 0.407 -0.434 -0.812
C: -0.444 1.275 -1.575
C: 0.994 1.748 -1.618
C: 1.549 2.427 -2.706
N: 1.578 1.229 -0.535
H: -1.379 -2.496 -1.916
H: -0.151 -0.816 -3.647
H: 0.438 -3.313 -0.096
H: 2.814 -2.161 -0.675
H: 2.471 -0.600 -2.895
H: -0.959 1.241 -2.533
H: 2.467 1.591 -0.166
H: -1.060 1.657 -0.742
H: 0.848 2.890 -3.386
H: 2.621 2.391 -2.879
C: -2.633 0.958 1.846
Si: -1.031 -0.005 2.124
C: 0.263 1.210 2.778
C: -1.218 -1.487 3.265
O: -0.636 -0.623 0.691
H: -3.065 1.325 2.786
H: -3.375 0.316 1.352
H: -2.463 1.824 1.191
H: -0.086 1.675 3.712
H: 1.218 0.709 2.990
H: 0.463 2.015 2.058
H: -1.846 -2.244 2.777
H: -0.240 -1.951 3.454
H: -1.669 -1.243 4.234

Properties
⟨S²⟩: 8.77
2S+1: 6
Energy above the lowest of the compared OMol25 structures with the same formula, charge and spin: 0.0 kJ/mol
Orbital gap (spin up / spin down): 2.66 / 4.57 eV
Net charge: -2
DFT total energy: -54447.962 eV

***

3.
Molecular formula: C11H19MoNSi
Method: DFT, the ωB97M-V functional and the def2-TZVPD basis

Cartesian coordinates (Å):
C: 0.065 -1.399 -1.913
C: -1.220 -1.348 -1.290
C: -1.107 -1.812 0.036
C: 0.249 -2.267 0.233
C: 0.956 -2.067 -1.003
Mo: 0.698 -0.093 -0.128
C: -1.323 1.948 -1.133
C: -0.803 2.821 -2.178
C: 0.437 3.136 -2.736
N: 2.421 -0.082 0.312
H: -1.906 -1.969 0.754
H: -2.149 -1.165 -1.810
H: 0.618 -2.778 1.112
H: 1.955 -2.406 -1.213
H: 0.309 -1.081 -2.922
H: -2.047 1.299 -1.560
H: 2.724 0.808 -0.636
H: -1.481 1.985 -0.139
H: 0.412 3.858 -3.513
H: 1.520 2.830 -2.620
C: 1.225 -1.212 3.305
Si: 0.490 0.282 2.371
C: -1.199 0.492 3.264
C: 1.535 1.816 2.703
H: 0.575 -2.096 3.268
H: 1.365 -0.958 4.363
H: 2.199 -1.504 2.897
H: -1.030 0.612 4.347
H: -1.751 1.373 2.913
H: -1.848 -0.385 3.130
H: 1.644 1.987 3.781
H: 2.532 1.697 2.261
H: 1.083 2.710 2.256

Properties
⟨S²⟩: 2.12
2S+1: 3
Orbital gap (spin up / spin down): 6.75 / 7.57 eV
Net charge: 0
DFT total energy: -22931.332 eV

***

4.
Molecular formula: C11H19N2
Method: DFT, the ωB97M-V functional and the def2-TZVPD basis

Cartesian coordinates (Å):
C: -2.117 1.538 -0.218
C: -0.783 1.056 -0.189
C: -0.860 -0.308 -0.068
C: -2.974 0.429 -0.050
C: 0.451 1.945 -0.294
C: 1.267 -1.220 -0.389
C: 1.774 1.151 -0.759
C: -4.420 0.618 -0.017
C: -2.621 -2.045 -0.065
C: 3.491 -0.410 -0.571
C: 2.243 0.146 1.415
N: -2.218 -0.686 -0.087
N: 2.173 -0.109 0.011
H: -2.371 2.636 -0.057
H: 0.229 2.701 -0.943
H: 0.730 2.353 0.598
H: 1.400 -2.059 0.303
H: 1.278 -1.302 -1.486
H: 1.695 0.874 -1.759
H: 2.601 1.824 -0.486
H: -4.792 -0.148 0.788
H: -4.625 1.655 0.363
H: -4.986 0.266 -0.889
H: -3.070 -2.230 0.952
H: -3.600 -2.098 -0.592
H: -1.825 -2.773 -0.359
H: 3.205 -0.780 -1.574
H: 4.016 0.562 -0.515
H: 3.934 -1.279 -0.061
H: 1.196 0.419 1.743
H: 2.508 -0.819 2.071
H: 3.115 0.856 1.557

Properties
Energy above the lowest of the compared OMol25 structures with the same formula, charge and spin: 560.1 kJ/mol
Orbital gap (spin up / spin down): 7.39 / 7.39 eV
Net charge: +1
DFT total energy: -14683.743 eV

***

5.
Molecular formula: C11H19N2
Method: DFT, the ωB97M-V functional and the def2-TZVPD basis

Cartesian coordinates (Å):
C: -1.240 -0.677 -0.526
C: -0.014 -1.004 -0.175
C: -1.703 0.431 0.340
C: -2.385 -1.462 -1.071
C: -3.128 0.218 0.627
C: -3.549 -1.145 -0.064
C: 1.016 -0.715 0.617
C: 1.476 -1.610 1.683
C: 0.190 2.530 -1.043
C: 3.093 -0.763 -0.838
C: -0.035 2.263 0.407
N: -1.182 1.513 0.709
N: 2.245 0.056 0.051
H: -2.663 -1.215 -2.043
H: -1.968 -2.538 -1.137
H: -3.284 0.134 1.746
H: -3.658 1.158 0.449
H: -4.398 -1.097 -0.674
H: -3.742 -1.938 0.764
H: 1.303 -1.132 2.627
H: 2.528 -1.839 1.727
H: 1.052 -2.605 1.726
H: 0.286 1.627 -1.635
H: -0.547 3.212 -1.434
H: 1.011 3.220 -1.100
H: 3.503 -1.747 -0.341
H: 2.522 -1.024 -1.663
H: 3.953 -0.120 -1.140
H: -0.146 3.198 0.976
H: 0.786 1.706 0.838
H: 1.893 0.886 -0.600
H: 2.841 0.209 0.832

Properties
SMILES: CC/N=C1/CCCC1=C=C(C)[NH2+]C
Energy above the lowest of the compared OMol25 structures with the same formula, charge and spin: 501.3 kJ/mol
Orbital gap: 8.35 eV
Net charge: +1
DFT total energy: -14684.351 eV

***

6.
Molecular formula: C11H19N2OS
Method: DFT, the ωB97M-V functional and the def2-TZVPD basis

Cartesian coordinates (Å):
C: 0.053 3.629 -1.370
C: 0.816 2.692 -1.996
C: 1.118 -0.715 1.932
C: -0.884 3.241 -0.300
C: 0.848 1.258 -1.541
C: -0.455 1.965 0.365
C: -0.097 -1.149 2.575
C: 0.014 -0.455 -0.095
C: 0.004 -2.700 2.886
C: -0.145 -2.914 -0.838
C: 0.030 -1.381 -1.276
N: 1.224 -0.412 0.689
N: -0.313 0.915 -0.576
O: -0.993 -0.939 -2.156
S: -1.457 -0.799 1.383
H: -0.001 4.571 -2.000
H: 1.445 2.946 -2.821
H: 2.029 -0.638 2.534
H: -1.079 4.002 0.426
H: -1.826 3.142 -0.874
H: 0.732 0.567 -2.342
H: 1.763 1.196 -0.966
H: 0.572 2.100 0.796
H: -1.189 1.612 1.245
H: -0.311 -0.599 3.459
H: -0.692 -2.916 3.684
H: 0.969 -3.075 3.037
H: -0.312 -3.353 1.992
H: -1.192 -3.079 -0.351
H: 0.647 -3.075 -0.090
H: -0.012 -3.585 -1.691
H: 1.005 -1.254 -1.852
H: -1.231 0.854 -1.106
H: -1.081 -1.649 -2.760

Properties
SMILES: C[C@H]1C=N[C@]([C@@H](C)O)([N@@H+]2CC=CCC2)S1
Energy above the lowest of the compared OMol25 structures with the same formula, charge and spin: 0.0 kJ/mol
Orbital gap: 9.70 eV
Net charge: +1
DFT total energy: -27569.596 eV

***

7.
Molecular formula: C11H19N3O2S
Method: DFT, the ωB97M-V functional and the def2-TZVPD basis

Cartesian coordinates (Å):
C: 3.687 -4.736 1.406
C: 2.532 -4.598 0.421
C: 1.192 -4.489 1.147
C: -0.017 -4.505 0.213
H: -0.923 -4.527 0.819
H: 0.010 -5.410 -0.399
C: -0.094 -3.296 -0.721
C: -0.291 -2.017 0.003
N: -0.646 -1.900 1.228
N: -0.785 -0.647 1.650
C: -0.536 0.223 0.731
N: -0.622 1.573 0.934
C: -0.383 2.493 -0.055
O: -0.062 2.206 -1.178
O: -0.551 3.730 0.427
C: -0.373 4.800 -0.505
C: -1.621 5.021 -1.355
C: -1.453 6.227 -2.269
H: -0.609 6.082 -2.939
H: -1.280 7.129 -1.686
H: -2.348 6.370 -2.868
H: -1.801 4.126 -1.953
H: -2.477 5.169 -0.693
H: -0.158 5.675 0.111
H: 0.485 4.576 -1.147
H: -0.889 1.889 1.855
S: -0.080 -0.459 -0.811
H: 0.807 -3.222 -1.333
H: -0.936 -3.427 -1.409
H: 1.100 -5.334 1.834
H: 1.168 -3.577 1.743
H: 2.516 -5.465 -0.243
H: 2.697 -3.710 -0.192
H: 3.568 -5.633 2.010
H: 3.722 -3.878 2.072
H: 4.636 -4.801 0.878

Properties
SMILES: CCCCCc1nnc(NC(=O)OCCC)s1
Energy above the lowest of the compared OMol25 structures with the same formula, charge and spin: 2.2 kJ/mol
Orbital gap: 9.72 eV
Net charge: 0
DFT total energy: -31116.411 eV